Run 1
{"formula": "C4H7NO", "method": "the ωB97M-V functional and the def2-TZVPD basis", "elements": ["C", "C", "N", "C", "C", "O", "H", "H", "H", "H", "H", "H", "H"], "xyz": [[0.93873, 1.32055, -0.34136], [0.32690, 0.19664, 0.45875], [-1.15043, 0.17636, 0.52009], [-1.29446, -0.91546, -0.21827], [0.20587, -1.16000, -0.37607], [0.95347, -1.56925, -1.27935], [0.89679, 2.27657, 0.19142], [0.43014, 1.42156, -1.30461], [1.98336, 1.06362, -0.54503], [0.76254, 0.10977, 1.46175], [-1.72933, 0.44601, 1.30831], [-2.22920, -1.44825, -0.39803], [-0.09436, -1.91814, 0.52239]], "homo_ha": -0.2987, "orbital_gap_ev": 8.57, "lumo_energy_ev": 0.44}



Run 2
{"formula": "C4H7NO", "method": "the ωB97M-V functional and the def2-TZVPD basis", "elements": ["O", "C", "C", "C", "N", "C", "H", "H", "H", "H", "H", "H", "H"], "xyz": [[-0.97736, -1.71173, -2.22560], [-0.44935, 0.42873, -0.39586], [-0.09669, 1.66673, 0.40585], [0.93859, 0.64561, 0.65819], [0.46759, -0.24314, 1.71704], [-0.06670, -0.63625, 0.43899], [-1.92271, -1.76814, -2.04240], [-0.75605, -0.79613, -1.94734], [-0.65912, 1.88647, 1.31523], [0.13289, 2.53728, -0.20328], [1.94517, 0.58831, 0.26029], [1.18772, -0.91045, 1.99262], [0.08746, -1.64039, 0.04426]], "homo_ha": -0.3152, "orbital_gap_ev": 9.39, "lumo_energy_ev": 0.82}



Run 3
{"formula": "C4H7NO", "method": "the ωB97M-V functional and the def2-TZVPD basis", "elements": ["C", "C", "C", "C", "N", "O", "H", "H", "H", "H", "H", "H", "H"], "xyz": [[2.28566, 0.19142, -0.16564], [2.83779, -0.94440, -0.00594], [-1.05348, 0.15181, -0.80307], [-1.44213, 0.34957, 0.59418], [1.81112, 1.29670, -0.05622], [-0.25649, 0.78821, -1.45941], [3.86162, -1.16110, 0.29191], [2.07951, -1.71888, -0.09208], [-1.53488, -0.80410, -1.33019], [-2.45079, 0.70614, 0.52060], [-0.63326, 0.89068, 1.14031], [-1.54414, -0.65632, 1.03576], [1.58379, 2.01117, -0.78329]], "homo_ha": -0.3175, "orbital_gap_ev": 9.62, "lumo_energy_ev": 0.98}



Run 4
{"formula": "C4H7NO", "method": "the ωB97M-V functional and the def2-TZVPD basis", "elements": ["C", "C", "C", "N", "C", "O", "H", "H", "H", "H", "H", "H", "H"], "xyz": [[1.59632, 0.44402, 0.30444], [0.43170, -0.29132, -0.29589], [-0.40113, -1.33890, 0.34668], [-0.80313, 0.06150, 0.36928], [-1.69893, 0.81229, -0.37864], [-1.40141, 1.31326, -1.44057], [1.48461, 1.49036, -0.00930], [1.52984, 0.41612, 1.39553], [2.57085, 0.08180, -0.03036], [0.38643, -0.28090, -1.38482], [-0.94365, -2.01264, -0.31661], [-0.11208, -1.76013, 1.30688], [-2.63944, 1.06456, 0.13338]], "homo_ha": -0.3629, "orbital_gap_ev": 10.79, "lumo_energy_ev": 0.91}



Least stable = run 2



Run 1
{"formula": "C4H7NO", "method": "the ωB97M-V functional and the def2-TZVPD basis", "elements": ["C", "C", "C", "C", "N", "O", "H", "H", "H", "H", "H", "H", "H"], "xyz": [[-0.68363, 0.90750, 1.12856], [-1.27179, -2.49903, -0.72943], [0.18786, 0.73523, 0.10553], [1.62498, 1.11631, 0.22795], [-1.59275, 0.79760, 1.98069], [-1.02573, -1.75119, -1.56973], [-2.15176, -3.19880, -0.76135], [-0.50525, -2.54066, 0.14691], [-0.19466, 0.09353, -0.76862], [2.32045, 0.37933, -0.17594], [1.90931, 1.10272, 1.32076], [1.88196, 2.15310, -0.08321], [-2.25979, 1.56150, 2.12943]], "homo_ha": -0.3103, "orbital_gap_ev": 9.35, "lumo_energy_ev": 0.90}



Run 2
{"formula": "C4H7NO", "method": "the ωB97M-V functional and the def2-TZVPD basis", "elements": ["O", "C", "C", "N", "C", "C", "H", "H", "H", "H", "H", "H", "H"], "xyz": [[-0.16213, 1.95850, -2.41097], [-0.18000, 1.50082, -1.28747], [0.58818, 0.31639, -0.86892], [0.60332, -0.02790, 0.43826], [0.42349, -1.18194, 1.08769], [-0.48037, -0.06749, 1.41832], [-0.82659, 1.94333, -0.50029], [1.44134, 0.04571, -1.48657], [-0.30197, -1.27842, -1.03013], [1.09275, -1.84650, 1.61936], [-0.36377, -1.80947, -0.29745], [-1.49888, -0.10709, 1.01943], [-0.33537, 0.55405, 2.29874]], "homo_ha": [-0.3189, -0.3189], "orbital_gap_ev": [8.49, 8.49], "lumo_energy_ev": [-0.19, -0.19]}



Run 3
{"formula": "C4H7NO", "method": "the ωB97M-V functional and the def2-TZVPD basis", "elements": ["N", "C", "C", "C", "C", "O", "H", "H", "H", "H", "H", "H", "H"], "xyz": [[-2.05559, 0.33863, -1.05844], [-0.88013, 0.08148, -0.69440], [0.32397, 1.00186, -0.57582], [1.21228, 0.10710, 0.32396], [0.15064, -0.86642, 0.99113], [-0.56041, -1.16985, -0.20530], [-2.57173, -0.52572, -0.86689], [0.72136, 1.23983, -1.57805], [0.08430, 1.97293, -0.12477], [1.88219, 0.63404, 0.99986], [1.82370, -0.50085, -0.36663], [-0.64415, -0.52037, 1.69870], [0.51358, -1.79266, 1.45665]], "homo_ha": -0.3698, "orbital_gap_ev": 11.06, "lumo_energy_ev": 1.00}



Run 4
{"formula": "C4H7NO", "method": "the ωB97M-V functional and the def2-TZVPD basis", "elements": ["C", "N", "C", "C", "C", "O", "H", "H", "H", "H", "H", "H", "H"], "xyz": [[-1.74266, 0.36674, -0.08117], [-0.33877, 0.25433, -0.40054], [0.35705, -1.00089, -0.13712], [1.65124, -0.20093, 0.10071], [0.73652, 1.03170, 0.01400], [0.84687, 2.20784, 0.25011], [-1.93161, -0.20924, 0.83700], [-2.03513, 1.40480, 0.08588], [-2.35329, -0.06699, -0.88122], [0.33032, -1.72298, -0.95872], [-0.04279, -1.45843, 0.77734], [2.11707, -0.33795, 1.07968], [2.40518, -0.26801, -0.68593]], "homo_ha": -0.3486, "orbital_gap_ev": 10.43, "lumo_energy_ev": 0.94}



Least stable = run 2



Run 1
{"formula": "C4H7NO", "method": "the ωB97M-V functional and the def2-TZVPD basis", "elements": ["C", "C", "O", "C", "C", "N", "H", "H", "H", "H", "H", "H", "H"], "xyz": [[0.23511, -1.75253, -0.19728], [-1.33175, 0.71581, 1.80047], [-0.55962, 0.09904, 2.36869], [-0.08914, 0.63357, -0.78605], [-0.00192, 1.92901, -0.46610], [0.74990, -0.37595, -0.33694], [1.10181, -2.39311, -0.03091], [-0.21750, -2.05532, -1.14621], [-0.49426, -1.99303, 0.60423], [-0.77226, 0.31171, -1.56729], [0.64233, 2.28964, 0.33395], [-0.55715, 2.66178, -1.03876], [1.29445, -0.07061, 0.46221]], "homo_ha": -0.3018, "orbital_gap_ev": 9.35, "lumo_energy_ev": 1.14}



Run 2
{"formula": "C4H7NO", "method": "the ωB97M-V functional and the def2-TZVPD basis", "elements": ["C", "C", "C", "C", "N", "O", "H", "H", "H", "H", "H", "H", "H"], "xyz": [[1.26602, 0.90908, 0.46773], [3.30530, -0.39562, -0.29999], [-0.96241, -0.25515, -0.22242], [-2.29805, 0.38955, -0.38243], [2.43352, 0.48254, 0.02516], [-0.05868, 0.35131, 0.47061], [1.35013, 1.62284, 1.32416], [2.95151, -1.41670, -0.27053], [4.15364, -0.09830, -0.75629], [-0.77883, -1.05675, -1.01299], [-2.94063, -0.50967, -0.51434], [-2.22156, 1.17304, -1.21548], [-2.69202, 1.01201, 0.56131]], "homo_ha": [-0.2643, -0.2579], "orbital_gap_ev": [8.00, 7.12], "lumo_energy_ev": [0.81, 0.10]}



Least stable = run 2



Run 1
{"formula": "C4H7NO", "method": "the ωB97M-V functional and the def2-TZVPD basis", "elements": ["C", "C", "N", "C", "C", "O", "H", "H", "H", "H", "H", "H", "H"], "xyz": [[1.56736, 0.22754, -0.38740], [0.16386, -0.06802, -0.83967], [-0.49325, -1.29806, -0.44923], [-1.01175, -0.03657, 0.07884], [-0.97204, 0.25871, 1.53533], [-1.52124, 1.27318, 1.90115], [1.77845, -0.27233, 0.56171], [1.68068, 1.30900, -0.25160], [2.30278, -0.10253, -1.12836], [-0.07729, 0.30106, -1.83947], [-1.03596, -1.71139, -1.20337], [-1.86964, 0.55728, -0.23931], [-0.51197, -0.43788, 2.26137]], "homo_ha": -0.3622, "orbital_gap_ev": 10.78, "lumo_energy_ev": 0.92}



Run 2
{"formula": "C4H7NO", "method": "the ωB97M-V functional and the def2-TZVPD basis", "elements": ["C", "C", "C", "N", "C", "O", "H", "H", "H", "H", "H", "H", "H"], "xyz": [[-1.80135, -0.40662, 0.41239], [-0.38714, -0.91363, 0.44494], [0.85544, 0.69416, -1.15601], [0.58796, -0.03326, 0.10303], [1.78788, 0.35121, 0.48006], [2.14464, 1.07368, -0.65537], [-2.01160, 0.33076, 1.20808], [-2.50072, -1.23641, 0.55406], [-2.06332, 0.07462, -0.53929], [-0.10370, -1.53778, 1.28769], [0.93330, -0.00389, -1.98885], [0.20898, 1.54729, -1.36562], [2.43226, 0.09134, 1.30471]], "homo_ha": [-0.2303, -0.2304], "orbital_gap_ev": [7.17, 7.18], "lumo_energy_ev": [0.91, 0.91]}



Run 3
{"formula": "C4H7NO", "method": "the ωB97M-V functional and the def2-TZVPD basis", "elements": ["O", "C", "C", "N", "C", "C", "H", "H", "H", "H", "H", "H", "H"], "xyz": [[-1.58661, -1.38529, 0.74802], [-1.38252, -0.63158, -0.29989], [-0.22931, 1.49009, 0.14620], [0.66643, 0.70039, -0.71133], [1.26366, -0.42731, -0.00473], [0.03669, -0.62199, -0.81951], [-0.77950, -1.83773, 1.06711], [-1.23453, 0.95737, 0.20551], [0.21531, 1.69205, 1.12890], [-0.50903, 2.41503, -0.35159], [1.21713, -0.43257, 1.08505], [2.20839, -0.77675, -0.41923], [0.11389, -1.14172, -1.77451]], "homo_ha": -0.3134, "orbital_gap_ev": 9.21, "lumo_energy_ev": 0.68}



Run 4
{"formula": "C4H7NO", "method": "the ωB97M-V functional and the def2-TZVPD basis", "elements": ["C", "N", "C", "C", "C", "O", "H", "H", "H", "H", "H", "H", "H"], "xyz": [[-1.02289, -1.00334, 0.92387], [-0.21011, -0.26606, -0.06235], [-0.12286, -0.80362, -1.25696], [0.38899, 0.85280, 0.43246], [1.29413, 1.67228, -0.30534], [1.84366, 2.66824, 0.14843], [-1.74643, -1.63105, 0.40404], [-1.54647, -0.28612, 1.55544], [-0.35708, -1.61767, 1.53281], [0.50467, -0.35224, -2.01104], [-0.67766, -1.70735, -1.46168], [0.15499, 1.10921, 1.45645], [1.49706, 1.36492, -1.35614]], "homo_ha": [-0.2799, -0.2799], "orbital_gap_ev": [7.72, 7.72], "lumo_energy_ev": [0.11, 0.11]}



Least stable = run 3



Run 1
{"formula": "C4H7NO", "method": "the ωB97M-V functional and the def2-TZVPD basis", "elements": ["C", "O", "C", "C", "C", "N", "H", "H", "H", "H", "H", "H", "H"], "xyz": [[1.77039, 0.51547, 0.40945], [0.68350, -0.27872, 0.81147], [-0.22908, -0.32401, -0.21748], [-1.50739, -1.01047, 0.27515], [-0.49818, 1.19325, -0.82693], [-0.94002, 2.09586, -1.41929], [2.38228, 0.70515, 1.29530], [1.27774, 1.40174, -0.05874], [2.36936, 0.01090, -0.36399], [0.20646, -0.81716, -1.10091], [-1.53848, -2.10109, 0.12387], [-1.64413, -0.82249, 1.34673], [-2.33245, -0.56843, -0.27464]], "homo_ha": -0.3988, "orbital_gap_ev": 11.70, "lumo_energy_ev": 0.85}



Run 2
{"formula": "C4H7NO", "method": "the ωB97M-V functional and the def2-TZVPD basis", "elements": ["C", "C", "O", "C", "C", "N", "H", "H", "H", "H", "H", "H", "H"], "xyz": [[-0.18924, -1.89092, 0.64076], [0.39970, -0.60967, 0.10215], [1.50910, -0.58301, -0.39586], [-0.46433, 0.61731, 0.08380], [0.25530, 1.88857, -0.19257], [-0.50755, 1.26047, -1.23782], [-0.06449, -2.63774, -0.15096], [-1.23840, -1.79169, 0.91636], [0.43022, -2.21516, 1.48145], [-1.39645, 0.57435, 0.64520], [1.33921, 1.76540, -0.19497], [-0.14304, 2.83423, 0.16845], [0.09662, 0.75002, -1.88234]], "homo_ha": -0.3575, "orbital_gap_ev": 10.76, "lumo_energy_ev": 1.03}



Run 3
{"formula": "C4H7NO", "method": "the ωB97M-V functional and the def2-TZVPD basis", "elements": ["C", "C", "C", "C", "O", "N", "H", "H", "H", "H", "H", "H", "H"], "xyz": [[-1.73388, -0.46719, 0.26889], [-0.56448, 0.38878, -0.00338], [-0.17675, 1.59090, -0.04817], [0.95041, -0.34009, -0.39089], [1.60218, 1.05057, -0.48088], [1.52496, -1.06093, 0.53769], [2.17906, 1.04543, 0.30414], [1.57834, -2.04123, 0.27899], [-0.12341, 2.65802, -0.05220], [0.81918, -0.68946, -1.42237], [-2.59811, 0.08589, 0.63508], [-2.02006, -1.00663, -0.63884], [-1.43744, -1.21405, 1.01193]], "homo_ha": -0.2904, "orbital_gap_ev": 8.37, "lumo_energy_ev": 0.47}



Run 4
{"formula": "C4H7NO", "method": "the ωB97M-V functional and the def2-TZVPD basis", "elements": ["C", "O", "C", "C", "C", "N", "H", "H", "H", "H", "H", "H", "H"], "xyz": [[1.91977, 0.27493, 0.17015], [0.79423, -0.57439, 0.33083], [-0.35752, -0.21540, -0.39087], [-1.59040, -0.90616, 0.19248], [-0.62537, 1.23832, -0.26076], [-0.86219, 2.34740, -0.03687], [1.63381, 1.33106, 0.24591], [2.44053, 0.12185, -0.78585], [2.60076, 0.04084, 0.99033], [-0.24903, -0.47760, -1.45549], [-1.49864, -1.99297, 0.15577], [-1.73594, -0.58707, 1.22832], [-2.46999, -0.60080, -0.38395]], "homo_ha": -0.3935, "orbital_gap_ev": 11.64, "lumo_energy_ev": 0.93}



Least stable = run 3



Run 1
{"formula": "C4H7NO", "method": "the ωB97M-V functional and the def2-TZVPD basis", "elements": ["C", "C", "C", "N", "C", "O", "H", "H", "H", "H", "H", "H", "H"], "xyz": [[-1.72064, -0.28227, 0.49532], [-0.30831, -0.50275, 0.00279], [0.23617, 0.16110, -1.22594], [0.59946, 0.62298, 0.08672], [1.89565, 0.55626, 0.56776], [2.88192, 0.82072, -0.07829], [-1.70600, 0.11170, 1.51636], [-2.28766, -1.21823, 0.49644], [-2.25071, 0.43836, -0.13518], [0.12360, -1.47962, 0.22937], [1.00908, -0.34824, -1.79900], [-0.40494, 0.82918, -1.79714], [1.93240, 0.29082, 1.64078]], "homo_ha": -0.3639, "orbital_gap_ev": 10.87, "lumo_energy_ev": 0.97}



Run 2
{"formula": "C4H7NO", "method": "the ωB97M-V functional and the def2-TZVPD basis", "elements": ["N", "C", "O", "C", "C", "C", "H", "H", "H", "H", "H", "H", "H"], "xyz": [[-1.25340, -0.77551, -0.67612], [-0.72436, 1.54277, -1.39715], [-0.11370, 1.28384, -2.32507], [0.31074, 0.40315, 0.86710], [1.60012, 0.72003, 0.80323], [-0.26114, -0.91100, 0.38517], [-2.21512, -0.69150, -0.38194], [-1.16382, -1.43734, -1.43282], [-0.38904, 1.09382, 1.33788], [2.31728, 0.09406, 0.27462], [1.98796, 1.62747, 1.25762], [-0.66268, -1.42491, 1.27297], [0.56714, -1.52489, 0.01451]], "homo_ha": -0.3332, "orbital_gap_ev": 10.17, "lumo_energy_ev": 1.11}



Least stable = run 2